[1]
This record from the Open Molecules 2025 dataset describes C4H8O in the gas phase. The level of theory is wB97M-V/def2-TZVPD.

Each line ends with the Löwdin charge.
Cartesian coordinates (Å):
C 1.4357 -0.3869 -0.1936  -0.11
C 0.0327 -0.4848 -0.7906  -0.27
C -0.8793 0.6742 -0.4317  -0.20
C -1.0630 -0.1429 1.7594  0.05
O -1.0054 0.9124 1.0005  -0.16
H 2.1113 -1.0879 -0.6929  0.07
H 1.8587 0.6195 -0.2980  0.08
H 1.4214 -0.6391 0.8711  0.06
H -0.4360 -1.4197 -0.4722  0.10
H -1.8932 0.5158 -0.8130  0.12
H 0.0857 -0.4969 -1.8864  0.11
H -0.5008 1.6220 -0.8272  0.12
H -1.1678 0.3144 2.7747  0.02

Computed properties:
net charge	0
energy above the lowest of the compared OMol25 structures with the same formula, charge and spin	299.9	kJ/mol
frontier orbital gap	9.4	eV
LUMO level	0.85	eV

---

[2]
This record from the Open Molecules 2025 dataset describes a 2-piece molecular cluster, C4H8O overall. The level of theory is wB97M-V/def2-TZVPD.

Each line ends with the Löwdin charge.
Cartesian coordinates (Å):
C 1.3447 0.7764 -1.8004  -0.06
C 1.5265 1.8330 -0.9840  -0.04
H 0.7480 -0.1000 -1.4662  0.03
H 1.8548 0.6944 -2.7860  0.06
H 1.2434 1.8986 -0.0135  0.01
H 2.0009 2.6585 -1.3266  0.01
O -1.7460 0.6986 1.5212  0.00
C -1.3815 -0.2499 0.8208  -0.25
C -1.1747 -1.6827 1.4879  -0.07
H -1.0187 -0.1377 -0.2261  0.09
H -1.5433 -2.4438 0.6935  0.08
H -0.0987 -1.9909 1.7177  0.09
H -1.7552 -1.9546 2.3618  0.05

Computed properties:
net charge	0
energy above the lowest of the compared OMol25 structures with the same formula, charge and spin	211.0	kJ/mol
SMILES	CC=O.C=C
frontier orbital gap	10.9	eV
LUMO level	0.91	eV

---

[3]
This record from the Open Molecules 2025 dataset describes C4H8O as an isolated structure. The level of theory is wB97M-V/def2-TZVPD.

Each line ends with the Löwdin charge.
Cartesian coordinates (Å):
C -1.2288 -0.6757 -0.1004  -0.03
C 0.0294 0.1585 -0.0062  -0.66
C 1.3027 -0.6367 0.1685  -0.03
C -0.0366 1.5307 0.5539  0.09
O 0.0768 1.0800 -1.1343  -0.06
H -1.4306 -1.1529 0.8645  0.09
H -2.0831 -0.0471 -0.3675  0.09
H -1.1228 -1.4647 -0.8529  0.09
H 1.2714 -1.1821 1.1183  0.09
H 2.1691 0.0297 0.1869  0.08
H 1.4233 -1.3635 -0.6425  0.09
H -1.0880 1.8413 0.6503  0.05
H 0.6796 1.8398 -0.6517  0.11

Computed properties:
net charge	0
energy above the lowest of the compared OMol25 structures with the same formula, charge and spin	397.5	kJ/mol
frontier orbital gap	10.0	eV
LUMO level	0.97	eV

---

[4]
This record from the Open Molecules 2025 dataset describes C4H8O as an isolated structure. The level of theory is wB97M-V/def2-TZVPD.

Each line ends with the Löwdin charge.
Cartesian coordinates (Å):
C 1.7976 0.2107 0.5694  -0.09
O 0.8982 -0.8169 0.2142  -0.10
C -0.1824 -0.2802 -0.3805  -0.53
C -1.5463 -0.8218 -0.5348  -0.09
C -1.3513 0.4586 0.2413  -0.11
H 1.3280 0.8743 1.3055  0.09
H 2.0976 0.8031 -0.3096  0.09
H 2.6641 -0.2838 0.9994  0.09
H 0.1991 0.2099 -1.5070  0.19
H -0.9002 -0.4668 -1.5677  0.14
H -1.9869 -1.7693 -0.1729  0.11
H -1.6904 1.3983 -0.1947  0.09
H -1.3271 0.4839 1.3374  0.11

Computed properties:
net charge	0
energy above the lowest of the compared OMol25 structures with the same formula, charge and spin	497.0	kJ/mol
frontier orbital gap	9.7	eV
LUMO level	1.09	eV

---

[5]
This record from the Open Molecules 2025 dataset describes C4H8O as an isolated structure. The level of theory is wB97M-V/def2-TZVPD.

Each line ends with the Löwdin charge.
Cartesian coordinates (Å):
C -1.4722 1.8681 -0.1637  -0.07
C 0.4026 -0.5713 -0.6193  -0.18
C 1.0204 -0.4346 0.5557  -0.05
C 1.1916 -1.9177 0.4946  -0.17
O 0.4746 -1.9264 -0.7756  -0.05
H -0.6601 2.0142 -0.8803  0.01
H -2.2462 1.3026 -0.6873  0.02
H -1.8095 2.8874 0.0588  0.02
H -0.0119 0.0031 -1.4228  0.10
H 1.4204 0.3446 1.1764  0.09
H -1.1519 1.2193 0.7039  0.03
H 0.6442 -2.4921 1.2388  0.12
H 2.1978 -2.2972 0.3208  0.12

Computed properties:
net charge	0
energy above the lowest of the compared OMol25 structures with the same formula, charge and spin	241.4	kJ/mol
frontier orbital gap	10.0	eV
LUMO level	1.07	eV

---

[6]
This record from the Open Molecules 2025 dataset describes C4H8O in the gas phase. The level of theory is wB97M-V/def2-TZVPD.

Each line ends with the Löwdin charge.
Cartesian coordinates (Å):
C -0.1052 -1.7173 0.8918  -0.05
O -0.8659 -1.3644 -0.1137  -0.08
C -0.7073 -0.3887 -0.9512  -0.17
C 0.2283 1.4029 0.5133  -0.11
C 0.4041 0.5775 -0.7770  -0.24
H 0.8633 -1.2564 1.0305  0.06
H -0.4273 -2.6133 1.3977  0.06
H -0.0901 0.7623 1.3437  0.06
H -1.5183 -0.2995 -1.6609  0.11
H -0.5376 2.1704 0.3724  0.07
H 1.1609 1.8922 0.8107  0.07
H 0.4440 1.2378 -1.6493  0.11
H 1.3694 0.0415 -0.7480  0.11

Computed properties:
net charge	0
energy above the lowest of the compared OMol25 structures with the same formula, charge and spin	330.5	kJ/mol
frontier orbital gap (spin up / spin down)	8.2 / 8.0	eV
LUMO level (spin up / spin down)	0.93 / 0.92	eV